16
Properties=species:S:1:pos:R:3:forces:R:3:mulliken_charge:R:1 method="wB97M-V/def2-TZVPD" smiles="[NH2+]=C[C@H]1N[C@H]1/C=C/Br" spin_multiplicity=1 total_charge=+1 e_lumo_ha=-0.192
N -1.58264 -2.01039 -0.04502 3.3 0.6 1.6 -0.276
C -0.81129 -1.03421 0.42240 -2.0 -2.6 -0.2 0.068
C -1.12857 0.26059 0.03834 -3.3 1.4 -1.8 -0.041
N -0.53178 1.34975 0.77477 -0.6 0.7 2.1 -0.476
C 0.01840 1.13983 -0.46325 1.4 -1.0 1.1 -0.023
C 1.34935 0.60860 -0.52978 1.8 -2.2 -1.5 -0.811
C 2.23948 0.44936 0.45325 -1.3 1.4 -1.7 -0.222
Br 3.86964 -0.24497 0.08318 1.4 -0.7 0.1 -0.063
H -1.27285 -2.96867 -0.09870 -0.1 -0.2 0.5 0.287
H -2.30921 -1.75738 -0.62813 -1.9 0.5 -1.5 0.215
H -0.04256 -1.25330 1.14081 0.5 -0.2 -0.2 0.454
H -2.15943 0.37628 -0.55842 2.4 -0.1 1.4 0.237
H -1.12369 2.16612 0.83118 -0.3 0.0 0.1 0.277
H -0.23309 1.75822 -1.22461 -1.0 1.7 -2.5 0.593
H 1.58812 0.14091 -1.52372 -0.1 0.6 0.9 0.333
H 2.13013 1.01924 1.32770 -0.1 0.1 1.5 0.446